Entry from the OMol25 dataset: C21H37HfN3OPS2SbSe5 as an isolated structure at a distorted geometry (ωB97M-V with the def2-TZVPD basis set).

The geometry in XYZ format:
```
72
Properties=species:S:1:pos:R:3:mulliken_charge:R:1
H -0.19104 -2.55862 -1.71408 0.017
Hf -0.67553 -0.57412 1.09161 -0.109
H 2.61053 1.73292 3.36997 0.228
H 2.77743 -1.60711 -3.73845 0.343
C 1.45446 2.26430 -2.88301 -0.325
C -0.44691 -0.45005 -3.28590 -1.545
H -6.75963 -0.86034 -0.11553 0.325
C -6.15568 -0.78241 1.96819 -0.307
C 2.84792 0.72855 3.72018 -0.916
H 1.30707 5.54683 -2.05863 0.370
Se -4.52092 2.88006 1.74856 -0.631
H 3.13330 -2.40801 -0.32172 0.025
S 1.32500 -0.22611 3.64018 0.639
C 3.71746 -1.83729 -1.04408 -1.731
C -3.99389 -1.69059 0.48863 0.275
H -3.89543 -3.22394 1.75199 0.257
C 3.33347 -0.35558 -1.05664 2.052
H 4.70162 -0.00303 0.58238 0.691
C 1.44280 1.69250 -1.61353 0.960
H 1.42086 -1.43723 -4.84526 0.594
H 3.60532 -2.30684 -2.01970 0.353
H 3.51770 1.29402 0.36750 0.382
Se -1.64354 1.11229 -0.42030 -0.612
H -6.52248 -2.90131 1.68904 0.332
H -6.17402 0.72806 0.44549 0.335
H 1.33074 2.13496 0.49257 0.080
Sb -2.26520 2.09966 1.86881 0.873
H 1.51241 -2.95052 -1.94154 0.252
H -5.49847 -0.15703 2.57409 0.046
H -0.72859 -0.94317 -4.22055 0.560
H -7.17812 -0.63314 2.31293 0.390
H 1.48592 1.64773 -3.76982 0.186
H 1.01785 0.39557 5.87694 0.523
H 3.02389 -0.25595 1.08044 -0.072
H 1.30136 4.55440 0.21755 0.438
Se -0.51313 3.46654 2.78882 -0.595
N -1.37369 -3.13412 2.85352 -0.552
S -2.45417 -2.10007 -0.18158 -0.620
H -4.25544 -0.06210 -0.64283 0.155
C -0.40033 -2.98974 2.24013 0.470
H 0.52748 1.73153 4.75623 0.191
N -4.68308 -0.65967 0.04533 0.043
C 1.41387 3.64268 -3.03651 -0.834
C -6.02872 -0.34769 0.51740 -0.745
C 0.89619 -1.01855 -2.80739 1.917
H 5.22826 0.37318 -1.74508 0.529
H 4.16554 -0.09394 -3.06724 0.298
O 0.68721 0.28500 2.33267 0.989
C 1.89960 -1.00320 -3.96354 -1.973
H 4.76603 -1.93173 -0.74856 0.519
C 3.65937 0.21464 0.32953 -1.760
H -5.62284 -2.49532 3.16331 0.379
H 3.60644 0.26060 3.10062 0.281
C 1.39347 2.54580 -0.50903 -0.187
Se 1.02863 -2.64167 1.22102 -0.248
C 4.18934 0.38067 -2.08850 -1.707
H 3.88630 1.42088 -2.19700 0.269
C 0.64666 -2.48070 -2.40700 -1.392
H -1.23999 -0.66380 -2.56907 0.146
H 2.23587 -0.00426 -4.23376 0.246
H -0.41836 0.62448 -3.45835 0.350
C 1.36991 3.92238 -0.65656 -0.802
C 1.36867 4.47383 -1.92978 -0.797
H -0.53881 0.32524 5.01399 0.217
P 1.44184 -0.10649 -1.22999 0.646
H 0.38524 -3.06622 -3.29289 0.520
C 0.49210 0.66266 4.95866 -0.923
Se -2.30886 -0.26521 2.94084 -0.624
H 1.40483 4.06176 -4.03515 0.445
N -4.49030 -2.47636 1.42925 -0.024
C -5.75937 -2.24192 2.11227 -0.657
H 3.17659 0.74143 4.75789 0.555
```

Properties
Gap between HOMO and LUMO (eV): 7.19
HOMO (eV): -7.3

---

Entry from the OMol25 dataset: a single C21H37N3O4 molecule (ωB97M-V with the def2-TZVPD basis set).

The geometry in XYZ format:
```
65
Properties=species:S:1:pos:R:3:mulliken_charge:R:1
C -2.62520 -0.35164 0.01549 0.068
C -3.17531 -3.76233 -2.87907 -1.509
H -1.92405 0.00488 -2.84713 0.431
H -2.99404 -1.88457 -3.89099 0.036
H -1.97987 -2.18204 -0.91613 0.512
H -3.20434 -4.37753 -3.77561 0.447
H 4.13852 0.04890 6.34236 0.286
C -3.68916 -2.35791 -3.18769 1.322
O 3.24198 2.19915 3.23319 -0.661
C -3.78294 -1.49792 -1.92246 -1.442
C 1.84605 -0.40746 -5.25096 -0.724
H -1.54195 -0.71069 3.68030 0.431
C 0.61460 0.02293 -3.09982 0.588
H -2.31548 0.93005 2.15967 0.520
H -5.01406 -3.01294 -4.76912 0.425
C -0.18119 -0.66497 -2.00742 -0.121
H 3.64124 1.69406 -3.17928 0.358
C -5.06378 -2.43495 -3.84923 -1.660
N 1.24060 1.14061 3.23121 0.312
O 0.34448 -1.28076 -1.09122 -0.763
C -0.38506 1.67869 1.51657 -0.880
H 1.26816 0.36153 -5.76976 0.344
C 3.10537 0.21717 -4.65864 -0.657
H 1.32334 0.37365 1.27710 0.273
H 4.86161 0.79285 4.90689 0.306
H 0.51027 0.03467 4.82567 0.481
C 0.12005 0.61578 3.98690 -0.696
O -3.63020 0.28779 0.24319 -0.733
H -5.43433 -1.44081 -4.08853 0.396
N -1.52899 -0.36735 0.79193 -0.092
H 0.00170 0.79816 -3.57274 0.419
C -2.44802 -1.24442 -1.23379 0.074
H 2.11546 -1.17296 -5.98123 0.357
H -0.70821 -0.85394 0.43884 0.443
H 2.44128 -0.11776 -1.98908 0.309
H -0.63823 2.57669 2.08121 0.371
H -2.14831 -3.73739 -2.52378 0.311
C 4.50961 0.97917 5.91839 -1.108
H -4.44368 -1.98184 -1.20142 0.449
H 3.70807 -0.56240 -4.18817 0.339
H 1.75356 2.08098 1.47193 0.416
O 2.25983 1.56578 5.17719 -0.415
C -0.74183 -0.26409 3.09069 -0.933
C 2.73662 1.26819 -3.61635 -0.820
C -1.32857 0.52715 1.91175 -0.428
H 1.55092 -1.82815 -3.65942 0.350
C 3.40433 2.02559 5.89114 -0.280
H 3.03892 2.23998 6.89795 0.321
C 1.06260 1.30131 1.80056 -0.772
H 3.70293 0.67166 -5.45127 0.338
H 0.08616 -1.46687 -4.57976 0.190
N -1.51811 -0.58453 -2.13772 0.140
H -0.48032 1.43718 4.39987 0.273
H 2.18491 2.07922 -4.09871 0.368
H -3.79493 -4.23460 -2.12001 0.315
H 1.60271 1.42003 -1.78519 0.185
H 3.77023 2.94522 5.42293 0.319
H 5.33901 1.33938 6.52036 0.389
H -0.51277 1.90237 0.45672 0.428
C 0.99184 -1.02969 -4.15134 -0.746
C 1.87895 0.65528 -2.51511 -0.772
C 2.32466 1.68016 3.82723 0.563
H -0.12462 -1.07407 2.69758 0.339
H -5.77655 -2.91331 -3.18154 0.341
H -4.22904 -0.53030 -2.16455 0.330
```

Properties
Gap between HOMO and LUMO (eV): 9.69
HOMO (eV): -9.0
SMILES: CCOC(=O)N1CCC(NC(=O)[C@@H](CC(C)C)NC(=O)C2CCCCC2)CC1

---

Entry from the OMol25 dataset: a 5-piece molecular cluster, C21H37NO11S4 overall at a distorted geometry (ωB97M-V with the def2-TZVPD basis set).

The geometry in XYZ format:
```
74
Properties=species:S:1:pos:R:3:mulliken_charge:R:1
O -2.44579 0.60130 -3.27902 -0.720
O 3.36042 8.05778 -3.01943 -0.651
C -4.25970 4.32896 3.61971 -0.523
C 0.41421 1.03293 -0.91800 -0.386
O 1.46446 -6.94745 1.04141 -0.688
H 1.68611 4.62683 -0.98166 0.107
C 2.67145 -3.81842 -0.65222 1.079
C -1.60405 -8.74226 1.36692 -0.596
H 0.86527 0.42820 -0.13369 0.264
H 3.71938 5.76254 -0.58335 0.392
H 3.32326 -4.31961 1.34480 0.265
C 4.16059 -3.79862 -0.82840 -1.280
S 2.68361 7.46170 -1.89599 1.130
H -2.65626 -7.43035 0.00597 0.318
H 0.68880 7.57331 -3.19959 0.440
H -0.42936 2.67170 0.24642 0.343
O -0.82285 3.07006 2.88598 -0.723
C -2.80197 4.73482 3.42655 -0.812
H 6.31708 -3.19701 -0.82091 0.488
H -1.07683 3.40279 -1.93382 -0.115
O 3.31948 -0.81659 0.24709 -0.475
C -0.15424 0.16600 -2.03853 -0.879
H -0.82315 -6.16466 2.10914 0.415
H 4.20864 5.69459 -2.29451 0.360
H 2.63750 3.88136 -2.26041 0.364
O 2.55400 8.15419 -0.63909 -0.663
H 1.79341 5.50320 -3.90662 0.328
H -3.05065 -7.13681 1.70079 0.351
C -1.11402 -6.36913 1.07832 -0.723
H -3.85072 2.61760 4.87072 0.299
C 2.41442 -3.99113 0.85942 -0.336
O -0.41552 1.92027 -3.98012 -0.663
C -0.30814 -8.86098 0.55517 -0.745
H -0.48269 -9.31800 -0.41688 0.356
O 2.35865 -2.58492 1.25207 -0.366
C -0.76242 1.87804 -0.40831 -0.246
H -1.37418 -8.76954 2.43418 0.302
H -5.24298 2.38738 3.82178 0.326
H 0.37316 4.93245 -3.02911 0.202
H 1.67774 -3.99088 -2.34358 0.209
H 0.46012 -9.41258 1.09160 0.340
C -1.48977 2.44274 -1.62987 -0.360
C 1.30828 5.48165 -2.92859 -0.560
C 2.73134 -1.80507 0.22579 0.707
O 2.25234 -2.47559 -0.89501 -0.393
N 1.97207 -4.62520 -1.61453 -0.449
C 1.07077 6.90410 -2.43214 -0.719
S -1.21024 1.27466 -2.96285 1.267
H 1.19192 1.69081 -1.31382 0.082
C -4.24298 2.81597 3.87116 -0.691
H -1.44537 1.24372 0.16308 0.036
H -1.34163 -5.43967 0.56046 0.428
H -2.55802 2.53866 -1.45899 0.423
H -0.77837 -0.63382 -1.64011 0.389
H -4.71818 4.87156 4.44503 0.354
C -2.24309 -7.39250 1.01628 -0.695
H -2.25828 4.71873 4.37089 0.355
H -2.79593 1.31591 3.20517 0.390
H 2.54730 -5.35523 -2.00471 0.266
C 3.37162 5.82636 -1.61138 -0.760
H -2.68132 5.70017 2.94041 0.403
C -3.32093 2.18648 2.81951 -0.660
H 0.60709 -0.24640 -2.69730 0.492
H 0.41253 6.91465 -1.56334 0.325
H -3.86547 1.92089 1.91472 0.364
S 0.26322 -7.18097 0.27470 1.271
S -2.11940 3.45004 2.38734 1.289
C 2.24167 4.83052 -1.90082 -0.286
C 5.33565 -3.57636 -0.85734 0.121
O 0.19420 -6.90940 -1.13333 -0.650
O -2.32729 3.82970 1.01226 -0.619
H -2.27550 -9.57345 1.15625 0.319
H 1.52605 -4.50943 1.17204 0.190
H -4.83056 4.54671 2.71421 0.279
```

Properties
Gap between HOMO and LUMO (eV): 10.11
HOMO (eV): -9.8
SMILES: C#C[C@@]1(N)COC(=O)O1.O=S1(=O)CCCC1.O=S1(=O)CCCC1.O=S1(=O)CCCC1.O=S1(=O)CCCC1

---

| no. | calculated total energy (eV) |
| --- | --- |
| 1 | -394435.6241 |
| 2 | -35040.8427 |
| 3 | -89726.7036 |